Molecular formula: C19H34N2O6S5SiTi
Method: DFT, ωB97M-V with the def2-TZVPD basis set

- Multiplicity: 3
- Total energy: -120694.29073 eV
- Frontier orbital gap (spin up / spin down): 4.93 / 5.28 eV
- Total charge: -2
- HOMO (spin up / spin down): -0.57 / -0.92 eV

Positions of all 68 atoms, in Å:
1 Ti 0.111 1.708 0.507
2 S 1.616 -1.840 -1.583
3 S -0.807 4.450 4.831
4 S 0.382 3.782 2.064
5 S -2.005 1.211 2.082
6 S -2.781 2.308 4.663
7 Si 0.124 -1.099 -0.454
8 O 3.152 0.860 -0.274
9 O 0.725 -0.237 0.927
10 O -0.853 0.074 -1.130
11 O -1.060 3.837 -1.234
12 O -0.793 -2.287 0.136
13 O -2.717 3.943 6.699
14 N 2.102 1.811 -0.406
15 N -0.005 3.087 -1.114
16 C -0.719 -4.323 -1.141
17 C -1.726 2.415 3.301
18 C 0.081 -1.277 3.077
19 C -1.093 -3.667 0.161
20 C -0.437 0.666 -3.473
21 C -0.236 -4.335 1.298
22 C 1.219 -0.734 2.242
23 C -2.744 0.831 -2.419
24 C -1.443 0.003 -2.519
25 C -2.177 3.584 5.666
26 C 2.241 -1.842 2.098
27 C 1.855 0.491 2.864
28 C -2.541 -3.823 0.339
29 C 1.182 4.400 -2.873
30 C -0.816 3.477 3.303
31 C 2.197 2.500 -1.515
32 C 3.481 2.591 -2.384
33 C -1.719 -1.456 -3.050
34 C 1.111 3.344 -1.849
35 H -2.536 -1.332 -3.780
36 H -0.857 -5.406 -1.116
37 H 3.999 1.679 -2.568
38 H 2.804 0.027 -0.629
39 H -0.458 -5.388 1.395
40 H 1.750 -2.704 1.627
41 H -1.279 -3.833 -1.969
42 H 3.125 -1.437 1.551
43 H -0.299 1.706 -3.255
44 H 2.662 0.868 2.258
45 H -0.561 -3.844 2.200
46 H -2.764 -4.887 0.142
47 H -2.097 -2.118 -2.264
48 H -0.075 -0.756 3.983
49 H -3.274 0.925 -3.382
50 H 1.878 5.122 -2.547
51 H -0.801 -1.303 2.474
52 H -2.421 1.817 -2.272
53 H 1.258 4.179 -3.943
54 H 0.600 0.224 -3.231
55 H -3.410 0.568 -1.606
56 H 0.319 -4.205 -1.460
57 H -3.126 -3.200 -0.412
58 H 2.628 -2.055 3.098
59 H 3.398 3.104 -3.354
60 H -2.940 -3.676 1.333
61 H 0.382 -2.327 3.331
62 H -0.749 -1.962 -3.396
63 H 0.841 -4.182 1.070
64 H 1.091 1.157 3.103
65 H -0.632 0.407 -4.512
66 H 2.215 0.147 3.860
67 H 0.215 4.963 -2.700
68 H 4.209 3.265 -1.870

---

Molecular formula: C19H35Cl10F5O5SSi
Method: DFT, ωB97M-V with the def2-TZVPD basis set

- SMILES string: CC(=O)OCCC[Si@@H](CCO)S(=O)(=O)C(F)(F)C(F)(F)F.ClCCCl.ClCCCl.ClCCCl.ClCCCl.ClCCCl
- Multiplicity: 1
- Total energy: -188033.50619 eV
- Frontier orbital gap: 10.58 eV
- Total charge: 0
- HOMO: -10.37 eV

Positions of all 76 atoms, in Å:
1 Cl 0.053 -5.316 3.408
2 Cl 0.046 -4.583 9.859
3 Cl 1.628 -2.857 -2.384
4 Cl -1.564 -1.787 4.933
5 Cl 3.046 -4.673 0.155
6 Cl -1.534 -2.628 1.641
7 Cl -2.402 2.765 2.980
8 Cl 0.807 -6.014 6.865
9 Cl -5.499 4.072 3.496
10 Cl 0.188 -7.134 0.595
11 S -1.789 2.702 -3.344
12 Si 0.291 2.582 -4.121
13 F -0.164 5.612 -2.548
14 F -1.407 5.817 -0.790
15 F -2.643 5.215 -3.318
16 F -3.090 4.031 -1.530
17 F -0.248 4.014 -1.075
18 O -1.998 1.650 -2.377
19 O 2.574 1.895 -1.660
20 O 3.267 3.052 0.073
21 O -2.676 2.730 -4.490
22 O 2.567 4.575 -5.279
23 C -2.932 -2.046 2.581
24 C 0.787 -3.847 -1.154
25 C 1.262 -7.307 2.009
26 C 1.479 -3.819 0.179
27 C -0.303 -3.927 8.237
28 C 2.944 1.208 -2.865
29 C -2.142 4.327 -2.453
30 C 0.425 3.504 -5.762
31 C 1.817 0.260 -3.239
32 C -0.617 -5.010 7.240
33 C -3.618 3.160 1.735
34 C 4.645 3.201 -1.857
35 C 0.525 -7.030 3.291
36 C 0.787 0.779 -4.267
37 C 1.202 4.806 -5.625
38 C -2.533 -1.045 3.631
39 C -4.427 4.375 2.103
40 C 3.468 2.713 -1.059
41 C -0.947 4.951 -1.695
42 H 0.705 -4.859 -1.539
43 H 1.641 -8.328 2.005
44 H 1.312 -0.095 -2.344
45 H 5.043 4.061 -1.325
46 H 2.830 3.717 -5.627
47 H -1.402 -5.669 7.601
48 H 3.841 0.619 -2.652
49 H 0.969 2.859 -6.461
50 H 1.166 -7.246 4.144
51 H 1.129 3.295 -3.148
52 H 0.556 -3.339 7.925
53 H -3.618 -1.580 1.876
54 H 1.661 -2.802 0.519
55 H -0.577 3.661 -6.166
56 H -3.075 3.348 0.812
57 H 1.100 0.609 -5.300
58 H -3.425 -0.629 4.096
59 H 1.167 5.356 -6.572
60 H 0.856 -4.327 0.913
61 H -0.211 -3.427 -1.051
62 H -0.117 0.172 -4.143
63 H 3.201 1.895 -3.675
64 H 5.427 2.445 -1.925
65 H 2.095 -6.622 1.874
66 H -0.939 -4.561 6.301
67 H 0.781 5.464 -4.864
68 H -5.063 4.654 1.265
69 H -1.164 -3.268 8.338
70 H -0.378 -7.630 3.372
71 H -4.253 2.290 1.592
72 H -3.417 -2.914 3.021
73 H -1.951 -0.232 3.206
74 H 2.286 -0.620 -3.684
75 H -3.786 5.216 2.353
76 H 4.337 3.513 -2.855

---

Molecular formula: C19H35Cl13NO5S2
Method: DFT, ωB97M-V with the def2-TZVPD basis set

- Multiplicity: 1
- Total energy: -216461.58027 eV
- Frontier orbital gap: 7.07 eV
- Total charge: -1
- HOMO: -5.67 eV

Positions of all 75 atoms, in Å:
1 Cl -0.248 -2.550 -6.000
2 Cl 2.449 -3.984 5.715
3 Cl 4.848 0.448 5.190
4 Cl 3.958 1.235 2.533
5 Cl 9.978 -2.039 3.866
6 Cl 4.002 -6.438 5.842
7 Cl -10.898 -1.921 -1.190
8 Cl 9.925 -3.180 1.194
9 Cl 1.665 -0.387 -6.325
10 Cl -0.793 0.058 -4.840
11 Cl 4.889 -4.237 4.161
12 Cl 6.532 -0.061 2.873
13 Cl 9.776 -0.301 1.549
14 S -7.124 1.244 -1.292
15 S -5.268 3.060 -0.385
16 O -5.195 4.017 0.698
17 O 3.258 -1.815 1.573
18 O -5.229 3.591 -1.729
19 O -8.032 1.986 -2.136
20 O -6.156 0.407 -1.985
21 N -6.480 2.072 -0.098
22 C 4.066 -4.685 5.654
23 C 2.788 -1.182 0.394
24 C 10.436 -1.809 2.178
25 C 2.076 1.572 -1.712
26 C 0.186 3.247 -1.180
27 C 2.219 0.114 -2.149
28 C -9.325 -2.096 -0.333
29 C -8.228 -1.247 -0.960
30 C 3.623 -0.449 -1.927
31 C -3.802 2.017 -0.249
32 C -1.342 1.905 0.358
33 C -8.157 0.135 -0.321
34 C 4.876 0.059 3.466
35 C -0.098 2.800 0.256
36 C -2.641 2.725 0.438
37 C 2.224 -2.044 2.510
38 C 3.977 -0.794 -0.463
39 C -0.048 -0.804 -6.175
40 C 0.706 2.146 -2.104
41 H -9.155 0.573 -0.315
42 H -4.075 1.086 0.245
43 H 1.287 -2.314 2.012
44 H 11.515 -1.747 2.130
45 H -1.252 1.281 1.250
46 H 4.532 0.023 0.000
47 H -7.774 0.089 0.696
48 H -1.382 1.243 -0.511
49 H 3.791 -1.318 -2.565
50 H 0.803 2.570 -3.106
51 H -0.020 1.331 -2.147
52 H -9.091 -3.157 -0.362
53 H 2.140 -1.872 -0.160
54 H -9.523 -1.806 0.697
55 H 2.035 -1.144 3.109
56 H -3.537 1.785 -1.281
57 H 4.634 -4.281 6.481
58 H -2.897 2.895 1.484
59 H 2.242 1.663 -0.636
60 H 4.406 -0.905 3.321
61 H 0.769 2.264 0.658
62 H 2.544 -2.862 3.152
63 H -8.426 -1.135 -2.026
64 H 4.322 0.323 -2.259
65 H 4.655 -1.652 -0.449
66 H 0.873 4.098 -1.191
67 H -0.756 3.622 -1.596
68 H -2.501 3.706 -0.022
69 H 1.994 0.068 -3.220
70 H 1.449 -0.491 -1.664
71 H -7.269 -1.758 -0.864
72 H 2.193 -0.302 0.671
73 H -0.541 -0.504 -7.089
74 H -0.237 3.678 0.893
75 H 2.856 2.135 -2.233

---

Molecular formula: C19H35F2N3OP
Method: DFT, ωB97M-V with the def2-TZVPD basis set

- Multiplicity: 1
- Total energy: -41501.17380 eV
- Frontier orbital gap: 6.97 eV
- Total charge: +1
- HOMO: -9.65 eV

Positions of all 61 atoms, in Å:
1 P -1.521 -0.869 1.770
2 F 0.292 -2.763 1.196
3 F -1.652 1.617 2.645
4 O 1.342 1.784 -2.562
5 N 4.000 1.860 -3.952
6 N -0.544 -2.456 6.048
7 N -3.175 -0.405 2.202
8 C 2.243 2.863 -2.366
9 C 3.184 0.655 -4.337
10 C -0.711 -0.711 4.471
11 C -2.102 -1.882 0.336
12 C -1.274 -2.863 3.788
13 C -1.155 -1.522 3.457
14 C 4.819 2.261 -5.140
15 C -1.817 1.607 0.342
16 C -1.122 0.979 1.526
17 C -0.403 -1.176 5.723
18 C -4.195 -1.141 1.996
19 C -0.962 -3.236 5.067
20 C 0.824 -0.817 -0.029
21 C -5.288 -0.619 1.078
22 C -4.489 -2.479 2.651
23 C 0.315 -1.354 1.310
24 C -2.426 -1.468 -0.890
25 C 4.914 1.493 -2.830
26 C 3.122 3.042 -3.583
27 H 3.793 3.884 -3.422
28 H 2.394 0.970 -5.011
29 H -1.063 -4.294 5.305
30 H -0.048 1.171 1.571
31 H -3.898 -3.279 2.203
32 H -0.567 0.346 4.273
33 H 0.107 -0.215 -0.585
34 H 5.578 0.702 -3.171
35 H -5.809 0.176 1.621
36 H 4.146 2.500 -5.959
37 H 0.816 1.691 -1.760
38 H 2.506 3.235 -4.462
39 H 0.969 -1.111 2.150
40 H -1.620 -3.583 3.063
41 H -1.896 -0.736 -1.486
42 H -1.821 2.694 0.450
43 H 4.325 1.139 -1.989
44 H 2.839 2.695 -1.464
45 H -4.870 -0.160 0.184
46 H 1.697 -0.186 0.177
47 H 5.490 2.373 -2.548
48 H -3.267 -1.957 -1.378
49 H -2.234 -2.941 0.544
50 H 2.783 0.191 -3.446
51 H 5.417 3.130 -4.872
52 H 3.848 -0.048 -4.837
53 H -1.356 1.379 -0.622
54 H 1.673 3.785 -2.223
55 H -4.339 -2.448 3.728
56 H 1.190 -1.651 -0.626
57 H -6.035 -1.373 0.830
58 H -2.861 1.306 0.308
59 H -5.534 -2.738 2.485
60 H -0.037 -0.476 6.463
61 H 5.466 1.432 -5.412